# 1
The following is a quantum chemistry calculation of C38H80AgAsGeNSbSi5 as an isolated structure, from OMol25.

Charge: -1
DFT total energy: -209479.4315 eV
ΔE to the lowest compared entry with this formula, charge and spin: 0.278 eV
2S+1: 2
Orbital gap (alpha / beta): 0.2286 / 0.2083 Ha

```
128
Properties=species:S:1:pos:R:3:lowdin_spin:R:1
Ag 0.155 -0.427 -0.095 0.092
C -3.312 3.104 -0.007 0.000
C -2.660 4.092 0.717 0.000
C -1.389 3.851 1.195 0.000
C -0.767 2.616 0.952 0.002
N -1.421 1.668 0.278 0.002
C -2.642 1.909 -0.191 0.000
C 0.640 2.324 1.374 0.018
C 1.372 3.315 2.041 0.002
C 2.697 3.115 2.391 0.005
C 3.305 1.908 2.071 0.003
C 2.572 0.925 1.424 0.018
C 1.231 1.087 1.054 0.116
H -4.305 3.249 -0.412 0.000
H -3.137 5.047 0.902 0.000
H -0.881 4.627 1.749 0.000
H -3.105 1.095 -0.742 0.000
H 0.926 4.269 2.292 0.001
H 3.246 3.894 2.906 0.000
H 4.345 1.735 2.329 0.000
H 3.079 0.000 1.168 0.001
C -1.612 -3.509 -4.431 0.000
Si -0.318 -4.058 -3.162 0.001
C 1.377 -4.036 -4.010 0.000
C -0.671 -5.916 -2.982 0.000
Ge -0.441 -2.819 -1.098 0.001
Si -2.760 -3.244 -0.692 0.000
C -3.316 -3.017 1.093 0.005
C -3.711 -1.938 -1.675 0.000
C -3.500 -4.909 -1.212 0.000
Si 1.012 -4.211 0.213 0.000
C 0.376 -4.697 1.923 0.006
C 1.614 -5.873 -0.470 0.000
C 2.597 -3.195 0.336 0.000
H -1.525 -4.134 -5.327 0.000
H -1.511 -2.465 -4.730 0.000
H -2.622 -3.642 -4.034 0.000
H 1.387 -4.781 -4.814 0.000
H 2.162 -4.308 -3.298 0.000
H 1.642 -3.072 -4.442 0.000
H -1.107 -6.270 -3.923 0.000
H -1.367 -6.160 -2.177 0.000
H 0.248 -6.476 -2.813 0.000
H -3.129 -1.994 1.423 0.003
H -2.795 -3.680 1.787 0.003
H -4.393 -3.212 1.162 0.000
H -3.390 -0.941 -1.359 0.000
H -4.789 -2.025 -1.496 0.000
H -3.535 -2.011 -2.752 0.000
H -3.038 -5.743 -0.676 0.000
H -3.397 -5.101 -2.283 0.000
H -4.569 -4.906 -0.970 0.000
H -0.503 -5.341 1.812 0.000
H 0.077 -3.842 2.530 0.009
H 1.142 -5.265 2.463 0.000
H 0.818 -6.619 -0.513 0.000
H 2.074 -5.803 -1.457 0.000
H 2.378 -6.235 0.229 0.000
H 2.400 -2.214 0.769 -0.001
H 2.972 -3.028 -0.681 0.000
H 3.383 -3.690 0.916 0.000
C -1.500 1.999 4.338 0.003
Si -2.023 0.252 3.884 0.068
C -2.432 -0.572 5.531 0.023
C -3.662 0.383 2.973 0.001
As -0.585 -1.119 2.606 0.497
Si 1.062 -1.308 4.297 0.055
C 0.467 -2.577 5.559 0.023
C 2.674 -2.055 3.698 -0.001
C 1.467 0.284 5.208 0.001
H -2.185 2.344 5.122 0.000
H -1.591 2.681 3.496 0.000
H -0.481 2.061 4.720 0.000
H -3.332 -0.089 5.930 0.003
H -1.632 -0.443 6.264 0.000
H -2.637 -1.639 5.427 0.002
H -4.314 1.074 3.518 0.000
H -4.158 -0.590 2.926 0.000
H -3.549 0.755 1.953 0.000
H 0.297 -3.539 5.069 0.001
H -0.447 -2.296 6.081 0.000
H 1.259 -2.717 6.305 0.003
H 2.510 -3.029 3.234 0.000
H 3.303 -2.205 4.584 0.000
H 3.221 -1.430 2.999 0.000
H 0.657 0.578 5.882 0.000
H 1.655 1.105 4.514 0.000
H 2.368 0.134 5.813 0.000
C 1.476 4.207 -4.150 0.001
C 0.541 3.623 -3.095 0.007
C 0.786 4.347 -1.771 0.001
C -0.909 3.892 -3.498 0.001
Sb 0.728 1.444 -2.694 0.015
C 0.019 0.639 -4.613 0.002
C 0.618 -0.756 -4.731 0.000
C -1.497 0.483 -4.451 0.000
C 0.328 1.427 -5.881 0.001
C 2.908 1.157 -2.828 -0.001
C 3.176 -0.251 -2.283 0.002
C 3.543 1.296 -4.209 0.000
C 3.561 2.165 -1.879 0.000
H 1.225 5.266 -4.303 0.001
H 1.398 3.707 -5.116 0.000
H 2.519 4.168 -3.833 0.000
H 0.694 5.432 -1.929 0.000
H 1.773 4.154 -1.348 0.000
H 0.044 4.064 -1.029 0.000
H -1.082 4.977 -3.523 0.000
H -1.615 3.466 -2.779 0.000
H -1.153 3.500 -4.487 0.000
H 0.428 -1.342 -3.828 0.000
H 1.695 -0.734 -4.904 0.000
H 0.164 -1.286 -5.579 0.000
H -1.736 -0.165 -3.603 0.000
H -1.921 0.022 -5.354 0.000
H -2.006 1.437 -4.297 0.000
H 1.399 1.581 -6.022 0.000
H -0.161 2.402 -5.900 0.000
H -0.042 0.862 -6.748 0.000
H 2.763 -1.034 -2.923 0.000
H 2.750 -0.386 -1.285 0.002
H 4.260 -0.412 -2.213 0.000
H 3.177 0.549 -4.915 0.000
H 4.628 1.148 -4.116 0.000
H 3.383 2.282 -4.646 0.000
H 3.103 2.161 -0.887 0.000
H 3.527 3.182 -2.274 0.000
H 4.619 1.899 -1.750 0.000
```

***

# 2
The following is a quantum chemistry calculation of a 14-piece molecular cluster, C38H80Cl26OSi overall, from OMol25.

DFT total energy: -376211.0900 eV
2S+1: 1
Orbital gap: 0.3484 Ha

```
146
Properties=species:S:1:pos:R:3:mulliken_charge:R:1
C 7.034 -2.602 3.540 -1.057
C 7.732 -1.232 3.365 -0.751
C 7.361 -0.501 2.053 1.446
C 6.816 0.912 2.293 -1.011
C 5.281 0.946 2.359 -0.610
C 4.650 1.983 1.400 -0.116
C 4.010 1.349 0.179 0.468
C 3.012 2.316 -0.470 -1.527
C 1.714 2.246 0.355 0.676
C 0.446 1.739 -0.363 -1.710
C -0.310 0.820 0.606 -0.412
Si 0.266 -0.989 0.522 -0.594
C 1.525 -1.139 -0.901 -0.177
C 2.439 -2.385 -0.886 -0.999
C 3.864 -1.991 -1.327 0.340
C 4.535 -3.143 -2.099 -0.785
C 5.828 -2.732 -2.815 -0.105
O 6.425 -1.540 -2.326 -0.472
C 7.466 -1.783 -1.403 -0.440
C -1.153 -2.188 0.083 -1.196
C -2.545 -1.759 0.591 1.460
C -3.530 -1.727 -0.578 -1.969
C -3.089 -2.821 1.593 -1.363
C 1.077 -1.659 2.118 -1.054
C 0.786 -0.897 3.422 0.486
C -0.706 -0.586 3.643 -1.046
C 1.680 0.345 3.594 -0.832
H 6.395 -2.610 4.415 0.295
H 6.422 -2.829 2.678 0.255
H 7.782 -3.374 3.663 0.321
H 7.505 -0.625 4.234 0.342
H 8.799 -1.405 3.358 0.406
H 8.258 -0.430 1.449 -0.364
H 6.591 -1.071 1.547 -0.765
H 7.186 1.590 1.532 0.343
H 7.208 1.274 3.237 0.401
H 4.967 1.204 3.365 0.466
H 4.907 -0.048 2.132 0.122
H 5.411 2.696 1.113 -0.204
H 3.874 2.484 1.972 0.333
H 4.751 1.090 -0.578 0.646
H 3.526 0.416 0.452 -0.604
H 3.443 3.307 -0.375 0.413
H 2.804 2.056 -1.501 0.374
H 1.904 1.562 1.175 -0.794
H 1.459 3.210 0.777 0.702
H 0.627 1.303 -1.339 0.482
H -0.187 2.603 -0.545 0.618
H -1.361 0.826 0.322 0.844
H -0.262 1.277 1.586 0.257
H 0.933 -1.198 -1.813 0.781
H 2.152 -0.259 -1.008 -0.339
H 2.123 -3.135 -1.601 0.421
H 2.508 -2.857 0.090 0.451
H 3.826 -1.147 -2.005 0.323
H 4.489 -1.710 -0.486 -0.484
H 4.699 -3.955 -1.399 0.226
H 3.830 -3.420 -2.874 0.461
H 5.678 -2.624 -3.881 -0.330
H 6.561 -3.530 -2.703 0.427
H 7.052 -2.288 -0.530 0.295
H 8.260 -2.385 -1.836 0.149
H 7.855 -0.820 -1.108 0.233
H -1.195 -2.237 -1.005 0.455
H -0.865 -3.169 0.439 0.442
H -2.554 -0.822 1.137 0.501
H -3.659 -2.747 -0.912 0.318
H -3.143 -1.082 -1.361 0.650
H -4.487 -1.383 -0.195 0.121
H -3.638 -2.302 2.375 0.374
H -2.274 -3.338 2.085 0.434
H -3.776 -3.505 1.108 -0.294
H 0.755 -2.689 2.255 0.583
H 2.153 -1.648 1.962 0.686
H 1.079 -1.553 4.236 0.915
H -0.925 0.466 3.539 -0.045
H -0.937 -0.809 4.680 0.409
H -1.373 -1.201 3.049 -0.068
H 1.178 1.263 3.327 0.425
H 2.581 0.201 3.007 -0.529
H 2.019 0.389 4.623 0.432
C -6.866 0.484 -0.974 0.717
Cl -5.624 1.238 0.030 -0.110
Cl -7.524 -0.977 -0.218 -0.180
H -7.672 1.189 -1.124 0.007
H -6.421 0.209 -1.924 -0.450
C -6.743 -1.511 -4.919 -0.164
Cl -6.257 0.066 -4.272 -0.147
Cl -7.340 -2.584 -3.646 -0.129
H -7.531 -1.358 -5.646 0.345
H -5.876 -1.963 -5.386 0.063
C -9.393 3.693 0.050 0.223
Cl -9.494 3.804 -1.714 -0.122
Cl -9.371 2.011 0.584 -0.110
H -8.478 4.174 0.377 0.294
H -10.263 4.180 0.488 -0.266
C -10.614 -2.598 -0.949 0.132
Cl -11.089 -4.186 -1.570 -0.178
Cl -11.310 -1.285 -1.903 -0.153
H -10.960 -2.507 0.074 0.305
H -9.535 -2.518 -0.988 -0.112
C -3.859 -6.496 -0.823 -0.330
Cl -4.853 -5.339 0.069 -0.124
Cl -2.138 -6.114 -0.692 -0.131
H -4.029 -7.485 -0.417 0.325
H -4.143 -6.463 -1.868 0.272
C -8.600 5.371 -5.462 -0.308
Cl -7.883 3.887 -4.824 -0.084
Cl -10.260 5.598 -4.898 -0.147
H -8.004 6.213 -5.133 0.267
H -8.607 5.314 -6.544 0.282
C 11.740 -2.324 -1.084 -0.341
Cl 10.599 -1.206 -0.321 -0.080
Cl 10.929 -3.528 -2.091 -0.164
H 12.417 -1.753 -1.707 0.300
H 12.289 -2.840 -0.306 0.277
C 4.757 -1.528 -6.746 -0.188
Cl 4.523 -1.441 -8.495 -0.167
Cl 4.689 -3.192 -6.152 -0.168
H 5.730 -1.115 -6.504 0.263
H 3.975 -0.956 -6.261 0.259
C -2.937 -1.047 -5.520 -0.074
Cl -4.126 -1.230 -6.821 -0.180
Cl -1.295 -1.364 -6.084 -0.159
H -2.990 -0.032 -5.147 0.280
H -3.176 -1.751 -4.730 0.159
C 7.728 5.121 2.079 -0.285
Cl 6.719 4.636 3.447 -0.144
Cl 6.848 5.029 0.549 -0.144
H 8.052 6.143 2.231 0.337
H 8.583 4.458 2.027 0.232
C -2.015 3.139 5.199 -0.188
Cl -0.541 2.179 5.375 -0.103
Cl -2.718 2.961 3.585 -0.072
H -2.739 2.807 5.934 0.349
H -1.773 4.184 5.349 0.015
C -13.323 3.298 1.496 -0.265
Cl -12.072 4.522 1.781 -0.196
Cl -12.624 1.705 1.210 -0.107
H -13.961 3.252 2.370 0.298
H -13.898 3.588 0.625 0.263
C -2.887 6.958 4.414 -0.256
Cl -1.302 6.195 4.244 -0.128
Cl -3.796 6.295 5.779 -0.146
H -2.744 8.019 4.575 0.313
H -3.451 6.785 3.505 0.255
```

***

# 3
The following is a quantum chemistry calculation of a 9-piece molecular cluster, C38H82N4O15 overall, from OMol25.

DFT total energy: -77394.3252 eV
SMILES: COCCOCCOC.COCCOCCOC.COCCOCCOC.COCCOCCOC.COCCOCCOC.CC#N.CC#N.CC#N.CC#N
ΔE to the lowest compared entry with this formula, charge and spin: 1.542 eV
2S+1: 1
Orbital gap: 0.3486 Ha

```
139
Properties=species:S:1:pos:R:3:mulliken_charge:R:1
C 1.048 2.692 -3.483 -0.457
O 0.472 3.621 -4.384 -0.472
C -0.387 2.992 -5.398 0.759
C 0.487 2.340 -6.587 -0.631
O -0.384 1.586 -7.480 -0.401
C -0.775 0.239 -7.040 0.553
C -2.158 -0.330 -7.463 -0.561
O -2.261 -0.445 -8.844 -0.499
C -2.537 0.806 -9.483 -0.529
H 1.667 3.018 -2.647 0.233
H 1.684 2.057 -4.099 0.381
H 0.315 2.068 -2.973 -0.018
H -0.858 3.906 -5.760 0.192
H -1.071 2.341 -4.852 -0.467
H 1.332 1.765 -6.209 0.308
H 0.907 3.071 -7.277 0.311
H -0.729 0.241 -5.951 -0.224
H -0.069 -0.412 -7.555 0.359
H -3.028 -0.028 -6.880 0.222
H -2.207 -1.364 -7.121 0.231
H -1.596 1.349 -9.569 0.217
H -3.296 1.346 -8.916 0.187
H -2.914 0.629 -10.490 0.295
C 1.975 2.890 3.324 -0.512
O 1.267 3.007 2.159 -0.163
C 1.929 3.616 1.076 -0.412
C 0.877 4.237 0.150 -1.149
O 0.014 3.369 -0.514 0.495
C -0.939 4.121 -1.252 -1.461
C -2.046 3.139 -1.765 0.397
O -2.684 2.385 -0.704 -0.353
C -4.042 1.970 -0.930 -1.025
H 2.487 3.834 3.512 0.367
H 2.707 2.121 3.076 0.341
H 1.329 2.584 4.146 -0.180
H 2.557 3.040 0.396 0.001
H 2.665 4.374 1.345 0.675
H 1.223 5.058 -0.478 0.441
H 0.186 4.786 0.791 0.406
H -0.440 4.642 -2.069 0.484
H -1.483 4.767 -0.563 0.538
H -1.564 2.476 -2.484 -0.542
H -2.796 3.649 -2.370 0.399
H -4.698 2.837 -1.004 0.430
H -4.455 1.462 -0.058 0.345
H -4.202 1.428 -1.862 0.278
C 0.839 -1.644 -3.896 -0.715
O -0.475 -1.360 -4.397 -0.394
C -1.399 -0.981 -3.332 0.135
C -2.798 -0.736 -3.779 -1.307
O -3.004 0.621 -4.255 0.307
C -4.386 0.693 -4.639 -0.986
C -4.702 2.096 -5.339 -0.841
O -4.306 3.236 -4.538 -0.087
C -4.621 4.544 -5.088 -0.924
H 0.861 -1.991 -2.864 0.258
H 1.429 -0.733 -3.794 0.186
H 1.411 -2.303 -4.549 0.326
H -1.170 -0.084 -2.757 -0.238
H -1.458 -1.796 -2.611 0.691
H -3.482 -1.156 -3.041 0.486
H -2.884 -1.341 -4.682 0.340
H -5.027 0.600 -3.762 0.617
H -4.670 0.006 -5.436 0.511
H -5.780 2.059 -5.495 0.463
H -4.129 2.113 -6.266 0.298
H -4.577 5.269 -4.276 0.260
H -5.682 4.552 -5.337 0.357
H -3.998 4.781 -5.950 0.298
C 1.493 -6.863 5.592 -0.874
O 1.782 -6.082 4.434 -0.189
C 2.345 -6.662 3.289 -0.911
C 3.272 -5.754 2.541 -0.233
O 2.539 -4.736 1.929 -0.144
C 3.295 -3.719 1.341 -0.392
C 4.271 -4.154 0.194 -0.581
O 5.430 -4.864 0.655 -0.325
C 6.357 -5.277 -0.332 -0.819
H 2.284 -7.596 5.748 0.346
H 0.602 -7.472 5.432 0.310
H 1.563 -6.255 6.493 0.265
H 1.688 -6.983 2.481 0.283
H 2.949 -7.546 3.495 0.535
H 3.763 -6.352 1.774 0.270
H 3.829 -5.247 3.329 0.346
H 3.787 -3.178 2.149 0.352
H 2.585 -2.921 1.123 -0.037
H 4.554 -3.409 -0.550 0.511
H 3.728 -4.946 -0.321 0.367
H 6.860 -6.093 0.188 0.261
H 7.113 -4.586 -0.704 0.313
H 5.980 -5.517 -1.326 0.334
C 2.113 2.413 11.106 -0.729
O 2.796 1.899 9.979 -0.363
C 2.687 2.694 8.897 -0.520
C 1.294 2.525 8.104 -0.422
O 1.353 1.557 7.090 -0.346
C 0.088 1.324 6.461 -0.488
C 0.211 0.092 5.526 -0.172
O -1.018 -0.189 4.972 -0.469
C -1.700 0.778 4.090 -0.381
H 2.610 3.303 11.493 0.314
H 2.251 1.733 11.947 0.272
H 1.038 2.552 10.993 0.293
H 3.531 2.428 8.260 0.274
H 2.883 3.710 9.240 0.405
H 1.038 3.493 7.673 0.325
H 0.551 2.292 8.867 0.268
H -0.146 2.235 5.908 0.139
H -0.727 1.263 7.182 0.483
H 0.405 -0.772 6.160 0.279
H 0.976 0.011 4.753 0.191
H -1.732 1.766 4.548 0.360
H -2.639 0.333 3.760 0.254
H -1.057 0.920 3.221 -0.013
C -0.294 0.433 -0.072 1.202
C -0.142 -0.942 0.586 -0.744
N -0.038 -1.995 1.053 -0.198
H 0.088 1.132 0.673 -0.037
H -1.299 0.801 -0.281 -0.222
H 0.369 0.380 -0.935 0.141
C 3.066 -0.080 1.128 0.460
C 4.136 0.905 0.824 0.023
N 4.900 1.743 0.568 -0.530
H 2.810 -0.362 0.107 0.190
H 2.229 0.416 1.619 -0.208
H 3.509 -0.859 1.748 0.103
C -0.779 -5.098 2.658 -0.136
C -1.878 -4.280 3.269 0.173
N -2.745 -3.650 3.763 -0.625
H 0.149 -4.713 3.081 -0.004
H -0.762 -4.754 1.624 0.227
H -1.012 -6.139 2.884 0.405
C -3.089 -1.982 0.783 -0.001
C -4.135 -1.501 -0.032 0.316
N -4.959 -1.094 -0.707 -0.554
H -3.520 -2.436 1.675 0.334
H -2.543 -1.128 1.185 -0.338
H -2.446 -2.670 0.235 0.251
```